Below is a molecular structure, C36H25CaIN4P2S4, with properties calculated with ωB97M-V with the def2-TZVPD basis set.

Calculated values
net charge	-2
total energy	-4856.90713	Eh

CARTESIAN COORDINATES (ANGSTROEM)
I -4.45050 4.96867 -1.84027
H 0.81569 3.54820 5.36709
C -0.31353 -4.35829 1.03609
C 2.63115 3.44016 4.22768
C 0.46653 2.82760 3.37591
N -2.19940 -5.78220 -7.39728
C -1.64739 2.09986 1.29457
H -2.10187 0.07408 1.73186
C -2.11497 3.41219 1.26249
H 2.83368 2.40035 1.00311
S -0.03661 -2.53118 -2.71767
C -0.01705 -3.00085 1.02517
C 0.23706 0.04537 0.74154
Ca 0.54054 0.03500 -1.83296
C 2.39890 2.66238 1.96189
H 4.49807 -0.69555 1.76951
S 0.44510 2.74182 -0.91717
C -2.54518 3.09921 -3.39957
C -0.42510 -2.39737 -4.40743
H -5.25454 2.91831 2.43535
C -3.78580 1.37922 2.14520
C 2.32863 -0.26806 4.92987
C -1.27852 -3.58515 -6.38242
H 4.26670 3.20812 2.85543
C 3.89844 -0.59455 2.66650
C -0.93839 -3.54397 -5.04184
C -2.48718 1.08781 1.73645
H -4.44110 0.58055 2.47290
S 0.39839 0.29555 -4.62631
C 2.32230 -3.51407 0.86141
H 3.34569 -3.17458 0.75065
C -4.24246 2.68858 2.12297
H 2.82922 -5.59530 0.80788
C 4.49606 -0.45744 3.91316
H -0.59800 2.70247 3.53292
C -3.37433 3.27613 -2.31614
C 2.51309 -0.57686 2.54401
C -0.60644 -1.29002 -6.56161
C -1.44638 -2.41672 -8.56156
C 3.19695 3.11578 3.00080
C 1.02534 2.50722 2.14173
H -1.46799 4.19312 0.87924
H -3.76308 4.72777 1.64342
H -1.38236 1.38139 -3.90744
H 0.65494 -0.37493 3.57712
H -1.34592 -4.68416 1.07287
C 2.02930 -4.86807 0.88312
C -0.25600 -1.22949 -5.21038
C -3.40233 3.70746 1.68180
N -2.07841 1.84808 -3.30466
N -1.71773 -2.39017 -9.68084
C 1.26367 3.30133 4.41128
P 0.07045 1.69997 0.79421
H 5.57679 -0.46697 3.99738
N -2.52552 1.20390 -2.22259
H -0.47069 -0.40002 -7.16219
C -1.11226 -2.43299 -7.16632
S 3.07004 -0.48547 -0.53941
H 3.25742 3.79134 5.03968
H -2.25817 3.75959 -4.19919
C 1.73338 -0.41222 3.68490
H -3.83195 1.79609 -0.69570
H 1.71143 -0.12084 5.80848
H 4.17775 -0.17251 6.01871
H -0.79726 -2.24903 1.04893
C -3.32895 2.06291 -1.61074
C -1.79331 -4.80252 -6.94920
C 1.30090 -2.57071 0.94040
H -1.06927 -4.43386 -4.44053
P 1.67379 -0.77315 0.91459
C 0.70843 -5.29312 0.97041
H 0.47782 -6.35200 0.96361
C 3.71232 -0.29319 5.04716